a | A 2-piece molecular cluster, H5ISi2 overall. Source: OMol25; level of theory: ωB97M-V/def2-TZVPD.

XYZ file:
```
8
H5ISi2 | OMol25 | ωB97M-V/def2-TZVPD
Si -0.800 0.978 -0.004
Si 0.002 -1.189 0.045
I 3.525 0.034 0.004
H 0.179 1.912 -0.536
H -2.003 1.016 -0.852
H -1.200 1.349 1.359
H 0.459 -1.924 -1.131
H -0.162 -2.175 1.115
```

Summary:
* E_HOMO (spin up / spin down): -8.60 / -8.33 eV

Atomic charges from the Mulliken analysis, expressed in e, are listed below: Si 0.382; Si 0.237; I -0.398; H -0.060; H -0.083; H -0.069; H 0.005; H -0.015

b | H5ISi2 as an isolated structure. Source: OMol25; level of theory: ωB97M-V/def2-TZVPD.

XYZ file:
```
8
H5ISi2 | OMol25 | ωB97M-V/def2-TZVPD
Si 0.909 0.836 -0.197
Si -0.649 -0.871 0.265
I -2.954 0.058 -0.246
H 0.352 2.093 -0.947
H 1.284 1.307 1.278
H 2.050 0.075 -0.663
H -0.596 -1.383 1.525
H -0.394 -2.115 -1.015
```

Summary:
* E_HOMO: -9.41 eV

Atomic charges from the Mulliken analysis, expressed in e, are listed below: Si 0.234; Si 0.157; I -0.099; H -0.045; H -0.057; H -0.070; H -0.098; H -0.022

c | One molecule with the formula H5ISi2. Source: OMol25; level of theory: ωB97M-V/def2-TZVPD.

XYZ file:
```
8
H5ISi2 | OMol25 | ωB97M-V/def2-TZVPD
Si 0.342 0.390 -0.767
Si -0.880 -0.910 0.744
I -2.526 -2.239 -0.569
H 1.479 -0.414 -1.237
H -0.337 1.090 -1.856
H 0.739 1.787 -0.015
H -1.826 -0.357 1.848
H -0.088 -2.019 1.250
```

Summary:
* SMILES: [SiH3][SiH2]I
* E_HOMO: -9.47 eV

Atomic charges from the Mulliken analysis, expressed in e, are listed below: Si 0.257; Si 0.179; I -0.105; H -0.075; H -0.078; H -0.060; H -0.049; H -0.068

c has the most favorable energy; the next structure is 0.630 eV above.

a | C2H2NO2S as an isolated structure. Source: OMol25; level of theory: ωB97M-V/def2-TZVPD.

XYZ file:
```
8
C2H2NO2S | OMol25 | ωB97M-V/def2-TZVPD
C -0.365 0.135 -0.757
C 1.943 0.962 1.004
N 0.605 0.611 -0.261
O -1.758 -1.946 -0.459
O -3.097 -0.080 -1.252
S -2.096 -0.560 -0.298
H 2.927 0.897 0.583
H 1.841 -0.018 1.441
```

Summary:
* charge: -1
* E_HOMO: -4.03 eV

Atomic charges from the Mulliken analysis, expressed in e, are listed below: C 0.104; C -0.465; N -0.247; O -0.550; O -0.576; S 0.589; H 0.058; H 0.087

b | An isolated ion of composition C2H2NO2S and charge -1. Source: OMol25; level of theory: ωB97M-V/def2-TZVPD.

XYZ file:
```
8
C2H2NO2S | OMol25 | ωB97M-V/def2-TZVPD
C 0.821 0.069 -0.418
C 1.049 1.055 0.557
N 0.402 -0.604 0.770
O -2.039 -1.446 0.297
O -0.493 0.108 -1.118
S -1.200 -0.260 0.443
H 1.422 -0.515 -1.185
H 0.038 1.593 0.654
```

Summary:
* charge: -1
* E_HOMO: -3.45 eV

Atomic charges from the Mulliken analysis, expressed in e, are listed below: C 0.312; C -0.770; N -0.466; O -0.556; O -0.442; S 0.481; H 0.247; H 0.194

a has the most favorable energy; the next structure is 0.401 eV above.